No. 1
Molecular formula: C45H79BrN2O8
Method: DFT, wB97M-V/def2-TZVPD

For the total energy, the calculation gives -5046.855375 hartree. Its LUMO energy is -7.2 eV.

```
! wB97M-V def2-TZVPD RIJCOSX def2/J DEFGRID3
* xyz 2 1
Br 11.44961 1.10326 3.47628
C 9.82521 0.86282 2.40800
C 9.87576 1.79750 1.17027
C 8.74198 2.87761 1.22512
N 7.49290 2.23675 0.69958
C 6.68914 1.55898 1.50712
C 5.56114 0.93249 1.02608
C 5.27970 1.01551 -0.33065
C 4.09444 0.36390 -0.94664
C 2.81418 0.42163 -0.40424
C 1.78909 -0.18594 -1.06952
N 1.96311 -0.82722 -2.21708
C 3.19188 -0.92463 -2.74217
C 4.26630 -0.35356 -2.14264
C 6.13400 1.76318 -1.13426
C 7.24130 2.36900 -0.61389
H 8.98869 1.06549 3.08088
H 9.73475 -0.17793 2.08524
H 10.85670 2.24494 1.00211
H 9.64972 1.16453 0.29741
H 8.59458 3.18162 2.26524
H 8.99296 3.72790 0.58755
H 6.89690 1.47859 2.56888
H 4.94911 0.36830 1.72522
H 2.66315 0.97078 0.52132
H 0.77880 -0.14139 -0.65674
H 1.19441 -1.27120 -2.73064
H 3.30821 -1.45856 -3.68254
H 5.27149 -0.42680 -2.54647
H 5.97727 1.88157 -2.20519
H 7.92476 2.95032 -1.22462
C -0.82592 -3.37604 0.46640
C -1.91671 -3.66148 -0.55616
C -1.46914 -2.82144 -1.73938
O -0.02902 -2.76357 -1.68102
C 0.41014 -3.26953 -0.40772
H -0.73578 -4.14101 1.23707
H -1.01896 -2.41697 0.95481
H -1.90676 -4.72078 -0.82358
H -2.91705 -3.40710 -0.21230
H -1.84704 -1.79696 -1.66644
H -1.78595 -3.24134 -2.69221
H 0.86671 -4.24930 -0.57545
H 1.16838 -2.60112 0.01283
C -0.19456 -8.76021 2.53094
C 0.03179 -8.03340 3.84887
C -0.19040 -6.58391 3.44744
O -1.14499 -6.59351 2.37875
C -1.31358 -7.93928 1.91096
H -0.45408 -9.81118 2.64706
H 0.70451 -8.69695 1.91218
H -0.72250 -8.34028 4.57692
H 1.01480 -8.20760 4.28428
H 0.73457 -6.12894 3.07286
H -0.57006 -5.97329 4.26793
H -2.29497 -8.29217 2.24274
H -1.29113 -7.95146 0.82029
C -4.58866 -5.48354 -4.97182
C -5.86527 -5.15896 -4.20964
C -5.34055 -4.29334 -3.07588
O -4.18756 -3.60429 -3.58260
C -3.80681 -4.18687 -4.83630
H -4.75627 -5.77111 -6.00852
H -4.05516 -6.29724 -4.47393
H -6.53892 -4.57794 -4.84370
H -6.40318 -6.03784 -3.85826
H -5.02351 -4.90387 -2.22333
H -6.07424 -3.56574 -2.72756
H -4.06876 -3.48067 -5.63101
H -2.72582 -4.34319 -4.85289
C -3.88785 1.45595 0.30288
C -3.71487 1.20263 1.79359
C -2.75149 0.02683 1.80453
O -1.92672 0.15631 0.63341
C -2.49560 1.15879 -0.22711
H -4.22854 2.45824 0.06607
H -4.60556 0.74644 -0.11332
H -3.25062 2.07213 2.26688
H -4.64745 0.99022 2.31324
H -3.28691 -0.92561 1.73585
H -2.12135 0.00710 2.69498
H -1.85410 2.04777 -0.17923
H -2.50730 0.79253 -1.25630
C -8.41498 4.27279 -0.24910
C -8.23859 4.02271 1.24080
C -7.27074 2.85030 1.24963
O -6.45153 2.98362 0.07824
C -7.02143 3.98184 -0.78138
H -8.75934 5.27807 -0.48755
H -9.13089 3.55900 -0.66481
H -7.77740 4.89437 1.70934
H -9.16972 3.80740 1.76361
H -7.80168 1.89420 1.18404
H -6.63622 2.83457 2.13826
H -6.38497 4.87275 -0.73458
H -7.03065 3.61507 -1.80888
C -5.55528 8.01268 3.60537
C -5.56058 8.77579 2.28889
C -6.26950 7.79809 1.36494
O -7.18589 7.05443 2.17644
C -6.89923 7.30359 3.55923
H -5.44102 8.64831 4.48219
H -4.74405 7.27945 3.60706
H -6.15083 9.68921 2.39144
H -4.56766 9.05086 1.93508
H -5.56223 7.09044 0.91601
H -6.81621 8.29730 0.56396
H -7.69597 7.93699 3.96117
H -6.89705 6.35972 4.10658
C 5.49316 -3.72208 -0.58675
C 6.02240 -4.82715 0.31729
C 4.94602 -4.89194 1.39065
O 3.71466 -4.51636 0.75744
C 3.99214 -3.96743 -0.52715
H 5.89059 -3.75466 -1.60163
H 5.73190 -2.74171 -0.15674
H 6.06063 -5.76944 -0.23267
H 7.01415 -4.62952 0.72100
H 5.14447 -4.17876 2.19812
H 4.84309 -5.88557 1.82484
H 3.68017 -4.69754 -1.28169
H 3.40772 -3.05226 -0.66666
C 2.66848 5.68057 -2.90739
C 2.78859 5.43326 -1.40868
C 3.75912 4.26431 -1.36395
O 4.61881 4.39479 -2.49780
C 4.08194 5.39307 -3.38705
H 2.33156 6.68343 -3.16093
H 1.96999 4.96441 -3.34749
H 3.23057 6.30521 -0.92208
H 1.83936 5.21688 -0.92055
H 3.23211 3.30286 -1.45142
H 4.36339 4.25033 -0.45205
H 4.71408 6.28227 -3.31810
H 4.11408 5.02414 -4.41163
*
```


No. 2
Molecular formula: C45H79N10O8PS
Method: DFT, wB97M-V/def2-TZVPD

For the total energy, the calculation gives -3650.860203 hartree. Its SMILES is CCOP(=O)(CC[C@H]1OS(=O)(=O)O[C@H]1OC#N)OCC.CCCC#N.CCCC#N.CCCC#N.CCCC#N.CCCC#N.CCCC#N.CCCC#N.CCCC#N.CCCC#N. Its LUMO energy is 0.0 eV.

```
! wB97M-V def2-TZVPD RIJCOSX def2/J DEFGRID3
* xyz 0 1
C 0.47846 2.65852 1.06256
C -0.02807 1.82868 -0.24834
O 0.81670 0.65757 -0.46116
P 0.19558 -0.38504 -1.65637
O -1.05458 0.32775 -2.26066
C 1.35721 -0.71529 -3.10355
C 2.78640 -1.34438 -2.71754
C 3.49747 -0.68055 -1.44587
O 3.13582 -1.31025 -0.17519
S 4.29826 -0.77557 0.93135
O 3.95574 0.45821 1.73868
O 4.54569 -2.04598 1.72977
O 5.53081 -0.43826 -0.18007
C 5.11506 -0.91107 -1.50450
O 5.26827 -2.37601 -1.41471
C 6.54311 -2.68795 -0.83086
N 7.48607 -2.67292 -0.06284
O -0.39485 -1.77525 -0.86175
C 0.22688 -3.00742 -1.32443
C -0.66864 -4.22826 -0.70414
H -0.24188 3.53381 1.27232
H 0.36048 1.90667 1.93850
H 1.57552 2.99668 0.97071
H -1.13124 1.56862 -0.01711
H 0.07923 2.48793 -1.18727
H 0.83095 -1.44393 -3.81701
H 1.48315 0.29516 -3.65819
H 2.65968 -2.49087 -2.61537
H 3.47707 -1.18762 -3.63712
H 3.31005 0.44593 -1.52508
H 5.64018 -0.43828 -2.40628
H 0.22637 -3.15252 -2.45838
H 1.27026 -3.11070 -0.84435
H -1.32962 -4.65905 -1.53852
H -1.40603 -3.79673 0.08027
H 0.01537 -5.03323 -0.26208
C -2.23587 1.07719 6.24475
C -2.56498 0.01000 5.20555
C -1.76920 0.17163 3.90823
C -2.07900 1.50223 3.28351
N -2.32689 2.55419 2.79351
H -2.49207 2.07884 5.88830
H -2.80624 0.90319 7.16106
H -1.17183 1.06314 6.49840
H -3.63757 0.04678 4.98870
H -2.35593 -0.97607 5.63069
H -2.03087 -0.61991 3.20734
H -0.69484 0.10816 4.10634
C 1.43880 3.91773 -3.99873
C 2.25714 4.19021 -5.25765
C 1.71493 3.46126 -6.48962
C 1.74423 1.97647 -6.25779
N 1.76861 0.80539 -6.07225
H 1.46044 2.85935 -3.72464
H 1.84398 4.47967 -3.15359
H 0.39519 4.21612 -4.13654
H 3.29553 3.89195 -5.07744
H 2.26117 5.26657 -5.45315
H 2.32441 3.69787 -7.36579
H 0.68718 3.77123 -6.69799
C 7.54919 0.28505 -7.39804
C 7.00114 1.33156 -6.43346
C 7.16189 0.93019 -4.96519
C 6.41451 -0.34712 -4.70003
N 5.82364 -1.35581 -4.49252
H 7.01272 -0.66347 -7.31126
H 7.43959 0.62609 -8.43030
H 8.61136 0.09850 -7.21207
H 5.94282 1.50099 -6.65784
H 7.52144 2.27880 -6.60313
H 6.76754 1.71602 -4.31515
H 8.21755 0.78513 -4.71941
C -5.07240 2.53377 -4.95196
C -4.27559 1.37943 -4.35201
C -4.00024 1.55908 -2.85824
C -3.19808 2.81293 -2.63544
N -2.56977 3.80421 -2.46077
H -4.52659 3.47849 -4.88398
H -5.27007 2.34907 -6.01149
H -6.03350 2.65350 -4.44222
H -3.32940 1.28221 -4.89454
H -4.83034 0.44833 -4.50302
H -3.43983 0.70222 -2.47413
H -4.93869 1.62916 -2.29995
C -7.29379 -0.29050 3.88497
C -7.35102 -1.56681 3.05195
C -6.15510 -2.49089 3.29535
C -4.88113 -1.78263 2.92960
N -3.87825 -1.22039 2.63972
H -6.42008 0.31685 3.63273
H -8.17913 0.32297 3.70063
H -7.25598 -0.52136 4.95426
H -7.40116 -1.29642 1.99214
H -8.27263 -2.10600 3.29011
H -6.24832 -3.39468 2.68759
H -6.10897 -2.79206 4.34571
C -4.20583 -1.92895 -8.03971
C -5.70694 -1.68672 -8.15840
C -6.37880 -1.44074 -6.80567
C -6.19433 -2.64110 -5.91921
N -6.04820 -3.58833 -5.22124
H -3.98739 -2.82687 -7.45584
H -3.76469 -2.07056 -9.02952
H -3.70784 -1.07856 -7.56347
H -6.16768 -2.54989 -8.64978
H -5.87735 -0.82015 -8.80427
H -7.44777 -1.25938 -6.94466
H -5.94718 -0.56335 -6.31584
C -6.66762 4.75066 1.64436
C -5.89068 3.51713 2.09289
C -5.59666 2.54844 0.94444
C -6.88763 2.06282 0.34515
N -7.90661 1.67999 -0.12726
H -7.65180 4.48567 1.24846
H -6.82892 5.42549 2.48882
H -6.12082 5.29826 0.87048
H -6.46091 3.00395 2.87464
H -4.94538 3.83580 2.54132
H -5.02815 1.69011 1.31322
H -5.00266 3.04068 0.16886
C 4.08391 -2.05101 5.20064
C 4.19223 -0.63554 5.75557
C 3.35914 -0.42580 7.02029
C 1.90621 -0.66968 6.71847
N 0.76071 -0.86254 6.47744
H 3.06048 -2.28970 4.89845
H 4.71565 -2.16041 4.31614
H 4.40542 -2.78824 5.94345
H 3.87672 0.07349 4.98255
H 5.23916 -0.42203 5.97888
H 3.48099 0.59742 7.38538
H 3.68173 -1.10825 7.81131
C 6.45785 -2.92958 11.13441
C 6.13494 -3.99561 10.09257
C 6.92939 -3.82121 8.79609
C 6.61017 -2.48942 8.17616
N 6.35768 -1.43869 7.68788
H 6.19446 -1.92879 10.78219
H 5.89073 -3.11036 12.05085
H 7.52289 -2.93713 11.38603
H 5.06191 -3.96686 9.87658
H 6.35177 -4.98170 10.51379
H 6.67354 -4.61443 8.08875
H 8.00362 -3.87631 8.99310
*
```


Q: Among the records above, which one has the lowest total energy?
A: C45H79BrN2O8